Entry 1:
{"formula": "C48H108N4O18", "method": "ωB97M-V with the def2-TZVPD basis set", "elements": ["C", "C", "N", "C", "C", "C", "C", "H", "H", "H", "H", "H", "H", "H", "H", "H", "H", "H", "H", "H", "H", "H", "C", "C", "N", "C", "C", "C", "C", "H", "H", "H", "H", "H", "H", "H", "H", "H", "H", "H", "H", "H", "H", "H", "C", "C", "N", "C", "C", "C", "C", "H", "H", "H", "H", "H", "H", "H", "H", "H", "H", "H", "H", "H", "H", "H", "C", "C", "N", "C", "C", "C", "C", "H", "H", "H", "H", "H", "H", "H", "H", "H", "H", "H", "H", "H", "H", "H", "C", "C", "O", "C", "O", "O", "C", "H", "H", "H", "H", "H", "H", "H", "H", "C", "C", "O", "C", "O", "O", "C", "H", "H", "H", "H", "H", "H", "H", "H", "C", "C", "O", "C", "O", "O", "C", "H", "H", "H", "H", "H", "H", "H", "H", "C", "C", "O", "C", "O", "O", "C", "H", "H", "H", "H", "H", "H", "H", "H", "C", "C", "O", "C", "O", "O", "C", "H", "H", "H", "H", "H", "H", "H", "H", "C", "C", "O", "C", "O", "O", "C", "H", "H", "H", "H", "H", "H", "H", "H"], "xyz": [[0.058, -6.659, 0.005], [-0.076, -6.885, -1.535], [-0.196, -5.622, -2.190], [0.306, -5.592, -3.550], [1.835, -5.486, -3.572], [-1.392, -4.824, -2.021], [-2.635, -5.118, -2.881], [-0.833, -6.410, 0.510], [0.803, -5.979, 0.155], [0.513, -7.573, 0.333], [0.845, -7.321, -1.860], [-0.929, -7.555, -1.751], [-0.058, -6.451, -4.092], [-0.056, -4.695, -3.986], [2.411, -6.273, -3.152], [2.213, -5.301, -4.544], [2.162, -4.588, -3.013], [-1.010, -3.797, -2.119], [-1.653, -4.877, -0.945], [-3.069, -6.106, -2.629], [-2.543, -4.864, -3.950], [-3.459, -4.483, -2.448], [5.749, 3.142, 1.014], [5.419, 1.663, 1.107], [5.636, 1.217, 2.504], [5.448, -0.271, 2.586], [6.692, -1.016, 2.234], [4.720, 1.812, 3.451], [5.370, 1.973, 4.870], [4.944, 3.869, 1.290], [5.968, 3.425, -0.052], [6.727, 3.322, 1.493], [4.384, 1.468, 0.811], [6.152, 1.096, 0.557], [5.124, -0.478, 3.632], [4.605, -0.567, 1.874], [7.475, -0.812, 2.953], [6.462, -2.091, 2.276], [7.065, -0.811, 1.207], [3.782, 1.174, 3.529], [4.421, 2.813, 3.147], [4.527, 2.355, 5.494], [6.210, 2.654, 4.768], [5.705, 1.042, 5.347], [-5.469, 0.490, -4.638], [-4.948, 0.398, -3.198], [-3.933, -0.570, -2.885], [-3.906, -0.742, -1.450], [-5.198, -1.262, -0.844], [-2.631, -0.246, -3.421], [-1.711, -1.461, -3.578], [-4.743, 1.100, -5.217], [-6.350, 1.145, -4.565], [-5.677, -0.477, -5.115], [-4.523, 1.368, -2.890], [-5.709, 0.151, -2.484], [-3.071, -1.493, -1.251], [-3.521, 0.144, -0.982], [-5.723, -0.464, -0.390], [-5.814, -1.659, -1.612], [-4.938, -1.980, -0.057], [-2.124, 0.565, -2.884], [-2.762, 0.186, -4.432], [-0.825, -1.204, -4.218], [-2.306, -2.182, -4.051], [-1.320, -1.900, -2.691], [1.375, -0.734, -0.246], [-0.096, -0.242, -0.233], [-0.772, -0.372, 1.037], [-0.464, -1.586, 1.755], [-1.056, -2.837, 1.098], [-0.728, 0.798, 1.821], [-1.827, 1.830, 1.366], [1.950, -0.204, 0.524], [1.903, -0.605, -1.225], [1.328, -1.807, 0.002], [-0.105, 0.788, -0.578], [-0.597, -0.800, -1.018], [0.647, -1.736, 1.787], [-0.773, -1.516, 2.798], [-2.119, -2.784, 1.082], [-0.830, -2.894, -0.010], [-0.742, -3.771, 1.519], [0.323, 1.298, 1.781], [-0.875, 0.634, 2.875], [-1.519, 2.110, 0.368], [-1.845, 2.746, 1.937], [-2.768, 1.255, 1.310], [0.985, 3.983, -2.957], [0.237, 3.379, -1.804], [0.576, 4.088, -0.556], [1.476, 3.442, 0.210], [1.920, 2.353, -0.009], [1.823, 4.081, 1.333], [1.174, 5.302, 1.705], [0.850, 3.422, -3.879], [2.075, 3.979, -2.818], [0.642, 4.980, -3.193], [0.576, 2.382, -1.639], [-0.852, 3.451, -1.848], [1.534, 5.461, 2.710], [0.116, 5.163, 1.664], [1.410, 6.146, 1.012], [-3.557, -1.758, 5.009], [-2.914, -1.496, 6.363], [-1.540, -1.316, 6.195], [-1.127, -0.069, 5.974], [-1.791, 0.904, 6.054], [0.174, -0.138, 5.663], [0.827, 1.198, 5.715], [-4.613, -2.044, 5.188], [-3.027, -2.591, 4.581], [-3.543, -0.895, 4.332], [-2.909, -2.313, 7.090], [-3.251, -0.572, 6.819], [0.396, 1.950, 4.989], [1.831, 1.040, 5.415], [0.692, 1.589, 6.690], [-4.285, 3.600, 4.646], [-4.597, 2.534, 3.687], [-5.941, 2.773, 3.209], [-6.336, 2.036, 2.195], [-5.713, 1.371, 1.396], [-7.651, 2.200, 2.072], [-8.197, 1.547, 0.858], [-4.070, 4.490, 4.097], [-3.432, 3.353, 5.251], [-5.087, 3.865, 5.354], [-4.645, 1.573, 4.191], [-3.844, 2.550, 2.913], [-7.957, 2.210, 0.018], [-9.280, 1.419, 1.054], [-7.809, 0.517, 0.744], [3.977, -3.623, 0.383], [3.894, -3.200, -1.097], [4.677, -2.012, -1.300], [6.022, -2.009, -1.280], [6.708, -1.046, -1.379], [6.394, -3.292, -1.288], [7.836, -3.441, -1.373], [4.012, -2.743, 1.000], [4.893, -4.143, 0.457], [3.113, -4.218, 0.554], [2.908, -2.888, -1.429], [4.385, -3.972, -1.707], [8.213, -3.404, -2.420], [8.095, -4.379, -0.847], [8.321, -2.672, -0.824], [-6.004, 5.269, 0.604], [-5.262, 4.402, -0.417], [-4.112, 5.091, -0.942], [-3.183, 5.305, 0.013], [-3.037, 4.794, 1.108], [-2.313, 6.299, -0.337], [-2.492, 6.918, -1.620], [-6.988, 4.804, 0.727], [-6.066, 6.288, 0.201], [-5.464, 5.270, 1.523], [-5.819, 4.260, -1.384], [-4.933, 3.484, 0.010], [-3.425, 7.537, -1.630], [-2.615, 6.129, -2.363], [-1.647, 7.502, -1.938], [4.469, -2.570, -5.269], [3.334, -1.711, -4.654], [3.830, -0.509, -3.929], [2.912, 0.371, -3.652], [1.707, 0.288, -3.901], [3.392, 1.481, -3.070], [4.817, 1.660, -3.067], [4.313, -2.878, -6.302], [4.762, -3.377, -4.695], [5.354, -1.871, -5.363], [2.632, -2.289, -4.020], [2.720, -1.256, -5.410], [5.197, 0.884, -2.381], [4.938, 2.674, -2.680], [5.160, 1.660, -4.063]], "forces_ev_per_angstrom": [[-0.3, -2.6, -2.3], [-1.1, 0.9, 1.5], [0.3, 0.6, -0.8], [1.1, -0.4, 1.2], [-0.2, 1.4, 0.6], [0.3, 0.1, 1.0], [-1.1, 0.7, 1.4], [-1.0, 0.2, 0.6], [1.8, 2.4, 0.4], [-0.3, -0.8, 0.9], [0.4, -0.5, -0.3], [0.3, -0.2, 0.0], [-0.1, -0.4, -0.7], [-0.5, 0.7, -0.7], [0.1, -1.1, 0.4], [0.2, -0.1, -1.3], [-0.5, -0.3, 0.0], [-0.7, -0.1, -0.4], [-0.2, -0.1, -0.5], [0.7, 0.1, -0.8], [0.0, -0.5, 0.5], [0.8, -0.1, -0.6], [0.5, 1.0, -1.7], [0.1, 0.5, 1.6], [-0.4, -1.2, -0.2], [-0.9, 1.2, -0.3], [0.3, -0.9, -0.7], [-0.3, -0.5, 1.2], [-1.6, -0.2, -0.6], [0.7, -0.8, 0.3], [-0.3, -0.4, 0.6], [-0.7, 0.2, 0.3], [0.0, -0.2, -0.4], [-0.1, -0.2, -0.7], [0.3, -0.2, -0.8], [0.7, 0.2, 0.9], [0.3, 0.1, 0.1], [0.2, 0.1, 0.0], [-0.3, 0.1, 0.7], [0.6, 0.8, 0.0], [0.0, 0.0, -0.2], [1.0, 0.1, -0.1], [-0.1, 0.2, 0.3], [0.0, 0.1, -0.4], [0.7, 1.0, 0.5], [0.5, 0.3, 0.0], [-0.1, -0.7, -0.6], [2.1, -2.1, 0.0], [1.3, 0.0, 0.5], [0.5, 0.2, -0.8], [0.9, 1.6, -0.8], [-0.4, -0.7, 0.0], [-0.1, -0.5, -0.3], [0.0, 0.4, 0.2], [-0.4, 0.5, -0.1], [-0.9, 0.3, -0.1], [-1.0, 0.7, -0.2], [-0.1, 1.0, 0.6], [-0.7, 0.8, 0.6], [-0.5, -0.9, -0.5], [-0.4, -0.1, -0.3], [0.0, 0.1, 0.5], [-0.1, -0.4, 0.3], [-0.8, -0.2, 0.5], [-0.6, -1.3, -0.9], [0.1, 0.0, 1.0], [-0.1, -0.1, 0.0], [1.1, -0.2, -1.0], [-0.6, -1.0, 0.0], [1.3, -1.0, -0.2], [0.4, 0.8, -1.8], [1.0, 3.1, 0.3], [1.2, -1.6, -0.3], [0.0, -0.2, -0.2], [-0.7, 0.0, 0.7], [0.5, 0.3, -0.2], [-0.2, 0.1, 0.3], [-0.4, -0.2, 0.0], [-0.7, 0.1, 0.4], [-0.3, 0.1, -0.1], [-1.1, 0.0, 0.4], [0.2, 0.2, 1.1], [0.3, -0.4, 0.5], [-1.4, -0.5, 0.0], [-0.2, -0.7, 0.5], [-0.3, 0.3, -0.6], [-0.2, 0.0, 0.4], [0.2, 0.7, 0.1], [0.3, 0.1, -0.6], [0.3, 0.6, 0.7], [0.4, 0.0, 0.1], [-0.5, 0.1, 0.3], [0.4, -0.3, -0.3], [0.0, 0.2, -0.5], [0.4, 0.4, -0.9], [-0.3, -0.4, 0.1], [-0.4, 0.1, 0.3], [0.0, 0.5, 0.2], [-0.1, -0.8, -0.2], [0.2, -0.1, -0.3], [-0.1, 0.4, 0.1], [-0.8, 0.0, 0.2], [0.1, -0.7, 0.6], [-0.9, -0.2, 0.9], [-0.3, 0.5, 0.2], [1.8, 0.1, -0.6], [1.4, -1.9, -0.2], [-1.0, 1.8, 0.1], [0.4, 1.8, 0.0], [-1.7, -0.3, -1.7], [0.5, 0.1, -0.3], [0.0, -0.3, -0.5], [0.2, -0.2, 0.3], [-0.9, -0.1, -0.3], [-0.7, -0.1, 0.2], [0.1, -1.1, 0.7], [1.0, -0.3, 0.1], [0.2, 0.3, 1.0], [-0.4, 1.1, 1.2], [-0.4, -0.8, 0.4], [0.6, -0.1, -0.1], [-0.6, 0.0, -1.3], [0.9, 0.2, 0.9], [-1.1, -0.7, -0.9], [-0.3, -0.2, 1.2], [0.3, 0.8, -0.3], [0.6, -0.2, 0.1], [0.0, -0.4, -0.3], [0.3, -0.3, -0.1], [-0.2, -0.3, -0.5], [-0.2, -0.5, 0.0], [0.6, 0.6, -0.2], [0.2, 0.8, -0.1], [-0.4, 1.0, -1.9], [1.2, 0.0, 0.5], [0.3, 1.9, 0.2], [-2.4, -1.4, -0.9], [0.4, 0.7, 0.2], [2.4, -0.2, 0.0], [0.0, -1.1, -0.1], [-0.3, 0.3, 0.4], [0.8, -0.8, 0.6], [-0.6, -0.7, 0.7], [-0.1, -0.3, 0.0], [-0.9, 0.0, -0.1], [-0.5, -0.2, 0.7], [-0.3, 0.2, -0.7], [0.3, 0.9, 0.4], [-0.1, -0.5, -1.5], [-1.0, 0.7, -1.4], [1.0, 0.2, 1.5], [1.4, 1.1, 0.7], [-0.9, 0.2, -1.7], [-0.2, -0.3, -0.3], [-1.6, -0.5, -0.5], [0.0, 0.4, 0.2], [-0.3, -0.2, 0.2], [0.2, 0.0, 0.7], [0.1, -0.2, 1.3], [0.1, -0.9, 0.2], [0.8, -0.4, 0.1], [-0.1, 0.1, -0.1], [0.5, 0.3, 0.6], [0.6, 3.7, -0.7], [-0.3, 0.0, -0.2], [0.9, -2.1, -0.5], [-2.7, 1.5, 0.0], [1.8, -0.2, 0.4], [-0.5, -0.4, -0.6], [-1.0, 0.1, 1.9], [-0.6, -0.1, 0.2], [0.5, -1.7, 1.3], [-0.7, -0.8, 0.2], [0.6, 0.4, 0.0], [-0.3, -0.2, -0.6], [0.6, 0.5, -0.6], [0.2, -0.3, 0.2], [0.8, -0.4, -1.1]], "molar_mass_da": 1029.4, "spin_multiplicity": 1, "fmax_ev_per_a": 3.8, "energy_ev": -94340.0347, "lumo_ev": 0.649, "smiles": "CCOC(=O)OC.CCOC(=O)OC.CCOC(=O)OC.CCOC(=O)OC.CCOC(=O)OC.CCOC(=O)OC.CCN(CC)CC.CCN(CC)CC.CCN(CC)CC.CCN(CC)CC", "e_homo_ev": -7.58, "homo_lumo_gap_ev": 8.23}

---

Entry 2:
{"formula": "C4H9O3Zn", "method": "ωB97M-V with the def2-TZVPD basis set", "elements": ["O", "C", "C", "O", "C", "Zn", "H", "H", "H", "H", "H", "H", "H", "O", "C", "H", "H"], "xyz": [[0.266, -0.346, -1.574], [1.082, 0.368, -0.682], [0.261, 1.211, 0.267], [-0.686, 0.339, 0.881], [-1.414, 0.939, 1.940], [-1.427, -0.979, -0.506], [1.793, 1.021, -1.215], [1.663, -0.343, -0.066], [-0.261, 2.031, -0.254], [0.907, 1.659, 1.037], [-2.200, 0.237, 2.242], [-0.743, 1.132, 2.789], [-1.870, 1.886, 1.613], [-0.185, -2.526, -0.739], [0.667, -2.117, -1.631], [0.402, -2.279, -2.693], [1.744, -2.233, -1.409]], "forces_ev_per_angstrom": [[0.8, -0.6, -0.3], [0.5, -0.3, 0.0], [0.2, 0.4, 0.0], [0.3, 0.4, 0.5], [-0.2, 0.1, 0.3], [-0.7, -0.6, -0.6], [-0.1, -0.1, 0.1], [0.0, 0.2, -0.1], [0.0, -0.2, 0.1], [-0.1, -0.2, -0.1], [0.2, 0.2, -0.1], [-0.2, 0.0, -0.2], [0.1, -0.2, 0.1], [1.0, -0.4, -0.5], [-1.7, 0.4, 0.6], [0.2, 0.3, 0.3], [-0.3, 0.5, 0.0]], "molar_mass_da": 170.5, "spin_multiplicity": 2, "fmax_ev_per_a": 1.9, "energy_ev": -58851.5256, "lumo_ev": [0.655, 0.121], "e_homo_ev": [-6.30, -9.43], "homo_lumo_gap_ev": [6.96, 9.55], "e_above_lowest_kj_mol": 51.3}